# 1
{"formula": "C4H7NO", "method": "the ωB97M-V functional and the def2-TZVPD basis", "species": ["O", "C", "C", "C", "N", "C", "H", "H", "H", "H", "H", "H", "H"], "positions_angstrom": [[-1.91973, -0.36965, 0.83950], [-0.98285, 0.23557, -0.09765], [0.14360, 1.11991, 0.55249], [1.19507, 0.28487, -0.18235], [1.04035, -1.07051, 0.33941], [0.14668, -0.60135, -0.74814], [-2.19740, -1.20835, 0.45073], [-1.79912, 0.63866, -0.67981], [0.16929, 0.96039, 1.63222], [0.17118, 2.19055, 0.32338], [2.12762, 0.61246, -0.64062], [1.75328, -1.65970, -0.09234], [0.15204, -1.13284, -1.69682]], "mulliken_charge": [-0.55, 0.02, -0.89, 0.03, -0.55, -0.38, 0.30, 0.37, 0.27, 0.27, 0.42, 0.25, 0.45], "gap_ev": 10.27, "de_lowest_kj_mol": 319.1, "smiles": "O[C@H]1C[C@H]2N[C@@H]12"}

***

# 2
{"formula": "C24H40IrN2O2PS2Te", "method": "the ωB97M-V functional and the def2-TZVPD basis", "species": ["Ir", "C", "C", "C", "C", "C", "C", "C", "N", "C", "C", "C", "C", "C", "C", "C", "N", "C", "C", "C", "C", "H", "H", "H", "H", "H", "H", "H", "H", "H", "H", "H", "H", "H", "H", "H", "H", "H", "H", "H", "H", "H", "H", "H", "H", "C", "C", "O", "P", "S", "S", "O", "C", "C", "H", "H", "H", "H", "H", "H", "H", "H", "H", "H", "C", "Te", "C", "H", "H", "H", "H", "H", "H"], "positions_angstrom": [[-1.50358, -0.21416, -1.60879], [5.20137, -1.43315, 0.27818], [4.87077, -0.17801, -0.54552], [5.21540, 1.07884, 0.26981], [5.72333, -0.18757, -1.81586], [3.38195, -0.17258, -0.85107], [2.87432, -0.17537, -2.15503], [1.51363, -0.18079, -2.34637], [0.62609, -0.20437, -1.35186], [1.07848, -0.18542, -0.07578], [2.45075, -0.16487, 0.17005], [0.08011, -0.22306, 0.97903], [0.37417, -0.19734, 2.34786], [-0.62033, -0.23538, 3.30112], [-1.94340, -0.29419, 2.83544], [-2.17708, -0.31758, 1.48138], [-1.19904, -0.29285, 0.58149], [-0.35531, -0.21484, 4.79836], [1.14113, -0.18843, 5.11590], [-0.96266, -1.48193, 5.42238], [-1.00847, 1.04157, 5.39524], [6.26677, -1.45088, 0.50877], [4.95658, -2.33957, -0.27872], [4.65248, -1.45173, 1.22084], [6.28529, 1.10171, 0.47709], [4.68666, 1.09641, 1.22383], [4.95327, 1.98239, -0.28324], [6.77664, -0.18150, -1.53777], [5.53774, 0.69530, -2.43005], [5.54256, -1.08212, -2.41468], [3.52979, -0.16222, -3.01158], [1.10177, -0.16536, -3.34721], [2.77761, -0.14702, 1.19940], [1.41166, -0.13709, 2.64092], [-2.77891, -0.31534, 3.51873], [-3.18530, -0.35946, 1.08860], [1.64706, -1.07049, 4.71730], [1.27895, -0.18283, 6.19638], [1.61946, 0.70687, 4.71298], [-0.53498, -2.37508, 4.96297], [-2.04407, -1.52342, 5.29433], [-0.74854, -1.50755, 6.49110], [-0.61517, 1.94024, 4.91658], [-0.79487, 1.09737, 6.46294], [-2.09087, 1.03775, 5.26553], [-4.44810, 4.93508, -0.52048], [-4.48588, 4.23210, -1.85715], [-4.54977, 2.79619, -1.63836], [-3.45774, 1.81529, -2.18118], [-3.94053, -0.06908, -1.67915], [-1.57346, 2.31392, -1.60790], [-3.57943, 2.02222, -3.75365], [-2.79400, 1.27959, -4.70293], [-3.70679, 0.68671, -5.75181], [-4.44871, 6.01365, -0.67757], [-3.54873, 4.66123, 0.03069], [-5.32177, 4.66528, 0.07137], [-3.60675, 4.47075, -2.45782], [-5.37871, 4.48941, -2.42296], [-2.23516, 0.48994, -4.18446], [-2.07748, 1.97201, -5.14518], [-4.40278, -0.02039, -5.30184], [-3.10952, 0.17140, -6.50408], [-4.27813, 1.47653, -6.23851], [-1.70868, -5.17876, -1.98965], [-1.20202, -3.09776, -1.58503], [0.80682, -3.54135, -0.97283], [-0.97966, -5.57120, -2.69104], [-2.70807, -5.22831, -2.41075], [-1.66940, -5.70569, -1.04201], [0.89332, -4.61774, -0.85865], [1.00902, -3.05496, -0.02388], [1.50891, -3.19098, -1.72421]], "lowdin_spin": [0.76, 0.00, 0.00, 0.00, 0.00, 0.00, 0.00, 0.00, 0.00, 0.00, 0.00, 0.00, 0.00, 0.00, 0.00, 0.01, 0.08, 0.00, 0.00, 0.00, 0.00, 0.00, 0.00, 0.00, 0.00, 0.00, 0.00, 0.00, 0.00, 0.00, 0.00, 0.00, 0.00, 0.00, 0.00, 0.00, 0.00, 0.00, 0.00, 0.00, 0.00, 0.00, 0.00, 0.00, 0.00, 0.00, 0.00, 0.00, 0.01, 0.01, 0.03, 0.00, 0.02, 0.00, 0.00, 0.00, 0.00, 0.00, 0.00, 0.02, 0.00, 0.00, 0.00, 0.00, 0.02, 0.02, 0.00, 0.00, 0.00, 0.00, 0.00, 0.00, 0.00], "total_charge": 1, "multiplicity": 2, "gap_ev": [6.85, 7.00], "de_lowest_kj_mol": 146.8, "s2": 0.754}

***

# 3
{"formula": "C20H27BrClF10I2N2O7S", "method": "the ωB97M-V functional and the def2-TZVPD basis", "species": ["C", "C", "I", "C", "I", "N", "C", "C", "Br", "N", "S", "O", "O", "C", "F", "F", "C", "F", "F", "C", "F", "F", "F", "C", "C", "C", "C", "C", "O", "C", "O", "C", "Cl", "H", "H", "H", "H", "H", "H", "H", "H", "H", "H", "H", "H", "H", "H", "H", "H", "H", "H", "C", "O", "H", "H", "H", "C", "C", "O", "C", "O", "C", "F", "F", "F", "H", "H", "H", "H", "H", "H"], "positions_angstrom": [[-2.96613, 3.91975, -3.20343], [-4.51020, 3.56379, -3.17293], [-5.87734, 5.03512, -4.04355], [-4.99950, 2.34595, -2.64433], [-7.18379, 2.05313, -2.78604], [-4.16653, 1.26391, -1.97282], [-3.41057, 1.76775, -0.76748], [-1.86162, 1.38779, -0.67184], [-1.37931, 1.68363, 1.26610], [-1.47686, 0.04704, -1.18617], [-1.93903, -1.26956, -0.21600], [-0.82690, -1.53233, 0.78478], [-3.18909, -1.04655, 0.63556], [-2.18038, -2.90198, -1.06768], [-1.11650, -3.24319, -1.98007], [-3.37466, -2.93286, -1.88850], [-2.29834, -4.17670, -0.08137], [-2.68425, -3.87613, 1.23782], [-3.30286, -5.06673, -0.60449], [-0.95115, -5.06405, 0.01547], [0.20220, -4.29335, 0.32323], [-1.13829, -5.91136, 1.16126], [-0.76376, -5.94067, -1.07309], [-1.91275, 0.00067, -2.60928], [-0.86357, 0.85547, -3.53063], [0.67560, 0.64092, -3.01862], [1.30636, 2.00801, -2.40157], [2.24404, 1.74158, -1.12578], [1.55140, 1.08485, -0.02250], [2.44368, 1.19661, 1.10640], [2.51421, 0.30376, 1.99207], [-3.46035, 0.32476, -2.89600], [-3.63042, 0.72884, -4.70577], [-2.51224, 3.40080, -4.12983], [-2.88518, 5.05119, -3.43772], [-2.37894, 3.75613, -2.24547], [-4.92828, 0.69123, -1.53205], [-3.51803, 2.91665, -0.69278], [-3.89746, 1.38913, 0.21357], [-1.28063, 2.23751, -1.19937], [-1.74731, -1.07374, -3.01490], [-0.84975, 0.46991, -4.61989], [-1.03809, 1.98068, -3.47550], [0.79464, -0.26009, -2.33054], [1.33098, 0.41539, -3.94483], [2.00342, 2.45934, -3.20880], [0.51766, 2.81564, -2.19228], [3.22292, 1.20111, -1.39888], [2.57457, 2.78900, -0.74337], [3.11664, 2.11651, 1.25980], [-3.99358, -0.70394, -2.83881], [2.80581, -2.01180, -2.96400], [3.32048, -0.78924, -2.84232], [1.94147, -2.26741, -2.30656], [2.40113, -2.29560, -3.96199], [3.48166, -2.86823, -2.76147], [2.95365, -0.78433, 4.96835], [3.95519, 0.35829, 4.97832], [4.20363, 0.87872, 6.27439], [5.16638, 0.20016, 7.13718], [6.31722, 0.02339, 6.52372], [4.59871, -1.11462, 7.79001], [3.28952, -0.96391, 8.14708], [5.25176, -1.41976, 8.94171], [4.65604, -2.21543, 7.01168], [2.14023, -0.60512, 5.67626], [2.53129, -0.91032, 3.96815], [3.42911, -1.72912, 5.23148], [3.50922, 1.18755, 4.41644], [4.87230, 0.09257, 4.44382], [5.17050, 0.88386, 8.00666]], "mulliken_charge": [-0.65, 0.03, 0.12, -0.65, 0.16, 0.49, -0.66, -0.43, 0.03, 0.69, 1.09, -0.51, -0.62, 0.62, -0.22, -0.33, 0.38, -0.21, -0.29, 0.61, -0.15, -0.26, -0.22, -0.63, -0.27, -0.36, -0.68, -0.82, 0.26, -0.14, -0.44, -0.04, -0.09, 0.22, 0.53, 0.08, 0.51, 0.45, 0.32, -0.12, 0.39, 0.64, -0.45, -0.07, 0.53, 0.36, 0.25, 0.40, 0.39, 0.25, 0.36, -0.51, -0.77, -0.12, 0.21, 0.34, -0.92, -0.04, -0.36, 0.08, -0.90, 0.71, -0.29, -0.30, -0.27, 0.21, 0.40, 0.22, 0.07, 0.24, 0.17], "total_charge": -1, "gap_ev": 1.54}

***

# 4
{"formula": "C12H31AlClFNNaO9P", "method": "the ωB97M-V functional and the def2-TZVPD basis", "species": ["C", "C", "C", "O", "C", "C", "C", "C", "O", "C", "C", "O", "C", "O", "P", "O", "O", "H", "H", "H", "H", "H", "H", "H", "H", "H", "H", "H", "H", "H", "H", "H", "H", "H", "H", "H", "H", "H", "Na", "O", "C", "C", "O", "H", "H", "H", "H", "N", "H", "H", "H", "H", "Al", "F", "O", "H", "H", "Cl"], "positions_angstrom": [[0.13972, 0.12155, 1.30656], [1.59146, 0.79767, 0.85469], [1.42051, 1.87886, -0.30765], [1.73018, 1.43738, -1.61964], [1.29712, 0.08408, -1.80016], [1.05517, -0.14240, -3.34979], [0.66283, -1.67171, -3.68679], [0.80004, -2.60311, -2.41257], [0.39489, -3.99377, -2.66882], [-0.14323, -4.51764, -1.39167], [-1.69204, -4.24585, -1.20437], [2.10827, 0.32413, -4.22218], [3.37012, -0.13587, -3.81493], [3.70536, -1.31616, -3.67072], [-0.50194, 0.90092, -3.81830], [-1.43570, 1.10859, -2.42763], [0.11673, 2.47057, -4.17642], [-0.06490, -0.81143, 0.67912], [-0.71762, 0.84163, 1.07536], [0.13275, -0.16380, 2.43031], [2.39395, 0.02186, 0.67214], [1.94845, 1.40637, 1.79645], [2.16183, 2.72248, -0.07216], [0.38354, 2.37484, -0.24682], [2.13715, -0.58701, -1.39114], [0.29812, -0.14697, -1.30052], [-0.37710, -1.71786, -4.13444], [1.37652, -2.05709, -4.49846], [0.10035, -2.23756, -1.58947], [1.89964, -2.60318, -2.02654], [0.06063, -5.63511, -1.29876], [0.37748, -4.03697, -0.48809], [-2.19456, -3.72628, -2.08666], [-2.25148, -5.23518, -1.06903], [-1.89596, -3.62298, -0.25667], [4.16675, 0.66944, -3.65019], [-2.34017, 0.70058, -2.52242], [0.02586, 2.59341, -5.13899], [1.01008, 1.26000, 2.93254], [-1.95023, -1.93403, 7.74779], [-1.45119, -1.45660, 6.66536], [-0.58307, -0.08616, 7.04578], [-0.08775, 0.41241, 5.95985], [-2.15556, -1.14298, 5.87778], [-0.74765, -2.09508, 6.10662], [0.12983, -0.40109, 7.82401], [-1.27558, 0.54941, 7.61970], [-1.57810, 4.25170, 0.57545], [-0.63652, 4.57972, 0.80405], [-1.99917, 3.81434, 1.40043], [-2.15506, 5.04564, 0.27786], [-1.52690, 3.56336, -0.19072], [2.34897, -4.12870, -3.05331], [-3.39834, 2.07251, -2.23834], [-1.91727, 7.00961, 2.25772], [-2.02432, 6.24260, 1.68621], [-1.00241, 6.95552, 2.56349], [-1.24050, -3.75860, 1.66510]], "mulliken_charge": [-0.52, -0.08, -0.03, -0.44, -1.79, 2.27, -1.42, 0.35, -0.35, -0.24, -0.91, -0.48, 0.07, -0.42, -0.25, -0.41, -0.47, -0.08, 0.30, 0.39, 0.23, 0.03, 0.49, -0.33, 0.52, 0.35, 0.39, 0.26, 0.61, 0.13, 0.32, 0.30, 0.28, 0.31, 0.15, 0.38, 0.35, 0.34, 0.84, -0.33, -0.10, -0.17, -0.46, 0.25, 0.27, 0.28, 0.28, -0.47, 0.43, 0.37, 0.47, 0.14, 0.19, -0.87, -0.59, 0.28, 0.32, -0.75], "total_charge": 1, "gap_ev": 3.51}

***

# 5
{"formula": "C5H9N3", "method": "the ωB97M-V functional and the def2-TZVPD basis", "species": ["C", "N", "N", "C", "C", "N", "C", "C", "H", "H", "H", "H", "H", "H", "H", "H", "H"], "positions_angstrom": [[1.58875, 0.89597, -0.06304], [1.91126, -0.25309, 0.09384], [1.14706, -1.19485, 0.80809], [0.06080, -1.64896, -0.21225], [-1.21786, -0.74851, -0.23974], [-1.69274, 0.05254, 0.89791], [-0.84415, 0.77179, -0.18796], [0.34121, 1.78231, 0.22812], [2.42427, 1.30951, -0.59237], [1.82699, -2.20426, 0.66076], [-0.44212, -2.53713, 0.14992], [0.50609, -1.91960, -1.29389], [-2.08206, -0.50870, -1.11126], [-2.74133, 0.06940, 0.53059], [-1.43901, 1.24656, -0.92991], [0.42454, 2.84994, -0.16222], [0.22830, 2.03710, 1.42341]], "mulliken_charge": [-0.07, -0.42, -0.34, -0.58, 0.04, -0.59, -0.37, -0.52, 0.39, 0.35, 0.34, 0.28, 0.24, 0.31, 0.39, 0.32, 0.24], "gap_ev": 9.39, "de_lowest_kj_mol": 693.8, "smiles": "C1=NNC[C@H]2N[C@H]2C1"}

***

# 6
{"formula": "C2H6N2O2", "method": "the ωB97M-V functional and the def2-TZVPD basis", "species": ["C", "N", "O", "O", "H", "H", "H", "C", "N", "H", "H", "H"], "positions_angstrom": [[-0.71085, 0.39921, 0.10409], [-0.78487, 0.34527, -1.25492], [-0.69135, -1.47337, 0.56077], [-1.29572, 1.06869, 0.89621], [-1.18045, -1.46905, 1.39743], [-0.67779, -0.56096, -1.68360], [-1.46384, 0.96895, -1.66732], [1.19149, 0.33499, 0.64194], [2.11544, 0.43215, -0.21692], [1.81655, 0.03857, -1.11744], [1.35373, 0.75972, 1.64227], [0.32765, -0.84418, 0.69749]], "mulliken_charge": [0.60, -0.42, -0.74, -0.52, 0.33, 0.24, 0.24, -0.27, -0.55, 0.29, 0.39, 0.42], "gap_ev": 9.12, "de_lowest_kj_mol": 419.1}